# 1
Density functional theory data (ωB97M-V with the def2-TZVPD basis set) for a structure of composition C31H29BrCrN9O3.

```
74
Properties=species:S:1:pos:R:3:mulliken_spin:R:1
Cr 0.08418 0.09789 0.13419 1.0909
C -3.82339 -2.70833 -4.53493 -0.0001
C -4.80924 -1.76763 -3.90157 -0.0001
C -6.17019 -1.86493 -4.16711 -0.0001
C -7.08827 -1.00395 -3.58378 -0.0001
C -6.64723 -0.00010 -2.73780 0.0001
C -5.29207 0.13377 -2.47718 0.0002
C -4.37911 -0.76007 -3.03101 0.0001
N -2.98989 -0.62767 -2.78021 -0.0005
C -2.36378 -0.52078 -1.56547 -0.0097
N -3.13772 -0.59794 -0.48208 -0.0062
C -2.77270 -0.68425 0.88983 -0.0168
C -1.46253 -0.48566 1.31491 -0.0018
C -1.25531 -0.64010 2.69563 -0.0293
C -2.27711 -0.93929 3.57541 0.0018
C -3.57303 -1.11078 3.10217 -0.0027
C -3.84184 -0.99266 1.75133 0.0011
C -5.24281 -1.20232 1.23630 0.0000
N -1.05846 -0.33127 -1.50757 0.0127
C -0.34647 -0.57263 -2.73294 -0.0106
C 0.04686 0.49996 -3.52991 -0.0053
C 0.78557 0.28734 -4.68370 -0.0002
C 1.11636 -1.00814 -5.04869 0.0007
C 0.68522 -2.07672 -4.27840 -0.0002
C -0.06130 -1.89052 -3.11786 -0.0035
C -0.54366 -3.06348 -2.31274 -0.0014
H -4.33830 -3.44518 -5.14865 0.0000
H -3.23941 -3.23856 -3.78053 0.0000
H -3.11344 -2.18275 -5.18077 0.0000
H -6.51490 -2.64216 -4.83888 0.0000
H -8.14321 -1.11150 -3.79966 0.0000
H -7.34988 0.69199 -2.29239 0.0000
H -4.93675 0.94607 -1.85386 0.0000
H -2.36748 -0.74408 -3.56480 0.0002
H -4.11207 -0.76583 -0.67246 0.0003
H -0.25774 -0.53656 3.09761 -0.0020
H -2.06625 -1.04559 4.63275 0.0005
H -4.37981 -1.35256 3.78438 -0.0002
H -5.91063 -1.44807 2.05965 0.0001
H -5.30199 -2.02612 0.51627 0.0000
H -5.64800 -0.30779 0.75047 0.0001
H -0.22841 1.50477 -3.23056 -0.0004
H 1.09783 1.12659 -5.29236 0.0000
H 1.70639 -1.18885 -5.93809 0.0000
H 0.94357 -3.08722 -4.57158 0.0000
H -0.19670 -3.99544 -2.75555 0.0001
H -1.63679 -3.09115 -2.27431 -0.0004
H -0.18183 -3.00611 -1.28674 -0.0003
N 1.81249 0.81493 -1.08198 -0.0044
N 2.49731 -0.34452 -1.48544 0.0000
C 2.14717 -1.56205 -0.86474 -0.0053
O 2.83142 -2.54020 -1.08993 0.0030
O 1.07650 -1.52590 -0.12531 -0.0174
H 1.61720 1.37810 -1.90113 0.0003
H 2.36429 1.35887 -0.42219 0.0022
H 3.46915 -0.24626 -1.72773 -0.0004
Br 0.03253 2.74344 3.02727 0.0000
C -0.75073 3.16635 1.36676 -0.0036
C -1.28406 4.44975 1.27357 0.0003
C -1.94890 4.81532 0.12523 -0.0007
C -2.05938 3.88190 -0.89388 0.0007
C -1.48030 2.64531 -0.71884 -0.0028
N -0.81802 2.26326 0.39211 -0.0136
H -1.17314 5.12656 2.10691 -0.0001
H -2.37668 5.80484 0.03145 -0.0001
H -2.57822 4.10296 -1.81652 0.0001
H -1.52745 1.90780 -1.50108 0.0043
O 1.34894 0.51659 1.51436 -0.0150
N 1.88095 0.02539 2.57494 -0.0155
C 3.03527 0.55453 2.87027 0.0305
C 3.62761 1.50723 1.98100 -0.0028
N 4.02971 2.23646 1.18783 0.0121
C 3.71773 0.14962 4.05456 -0.0017
N 4.29206 -0.14561 5.00474 0.0130
```

Summary:
LUMO energy (alpha / beta) ... -0.43 / -0.28 eV
ΔE to the lowest compared entry with this formula, charge and spin ... 42.58 kJ/mol
Multiplicity ... 2
Strongest force on any atom ... 0.5 eV Å⁻¹
Orbital gap (alpha / beta) ... 7.84 / 7.69 eV
HOMO (alpha / beta) ... -8.265 / -7.974 eV

=====

# 2
Density functional theory data (ωB97M-V with the def2-TZVPD basis set) for a structure of composition C31H29Cl3GeN6O3STi.

```
75
Properties=species:S:1:pos:R:3:lowdin_charge:R:1
Ti 0.46545 1.44987 0.82264 0.6640
O 1.51233 2.64972 -0.11261 -0.2618
C 2.72562 3.17543 -0.00992 -0.3198
C 2.99238 4.41725 -0.58971 -0.0241
C 4.25171 4.96391 -0.49939 -0.0554
C 5.28478 4.28670 0.15795 -0.0759
C 5.03715 3.05593 0.71339 -0.0294
C 3.75838 2.48019 0.64682 -0.1442
C 3.54557 1.15715 1.16250 -0.0447
N 2.39444 0.59106 1.23507 -0.1035
N 2.36972 -0.73632 1.61885 0.1152
C 1.20920 -1.21821 1.30266 -0.4033
O 0.30781 -0.46171 0.72599 -0.2271
C 0.85916 -2.62647 1.55306 -0.1388
C -0.39717 -3.08951 1.17165 -0.0168
C -0.75382 -4.40773 1.41387 -0.0638
C 0.14530 -5.26405 2.03345 -0.0747
C 1.40409 -4.80475 2.40739 -0.0733
C 1.76355 -3.48940 2.16791 -0.0210
H 2.17930 4.93789 -1.07771 0.1150
H 4.44300 5.93466 -0.93789 0.1113
H 6.26881 4.72932 0.22595 0.1045
H 5.82692 2.51208 1.21824 0.1165
H 4.40913 0.57290 1.47431 0.1445
H -1.08440 -2.41526 0.67878 0.0979
H -1.73522 -4.76119 1.12225 0.1030
H -0.13342 -6.29289 2.22174 0.1041
H 2.10342 -5.47508 2.88938 0.1037
H 2.73473 -3.11318 2.45918 0.1110
S -1.63036 1.15558 2.07782 0.6104
C -2.37417 0.44663 0.65175 -0.7499
N -3.13295 -0.59886 0.61461 0.0813
N -3.31174 -1.24060 1.74963 0.0018
C -3.96493 -2.47024 1.80863 -0.2501
C -3.98631 -3.14649 3.02591 -0.0346
C -4.60067 -4.38303 3.11901 -0.0901
C -5.19531 -4.95928 2.00423 -0.1016
C -5.17014 -4.27930 0.79399 -0.0889
C -4.56101 -3.03925 0.68693 -0.0323
N -2.21759 1.07650 -0.56880 0.0836
N -1.17001 1.74869 -0.67894 -0.0522
C -1.17115 2.62762 -1.80593 -0.2471
C -2.32878 3.35749 -2.06157 -0.0240
C -2.36748 4.24172 -3.12505 -0.0725
C -1.25396 4.39635 -3.93939 -0.0803
C -0.10441 3.66270 -3.68239 -0.0660
C -0.05018 2.78360 -2.61208 -0.0267
H -2.83007 -0.88286 2.57287 0.0864
H -3.51241 -2.70151 3.89377 0.1153
H -4.61019 -4.90045 4.06951 0.1040
H -5.67449 -5.92605 2.07830 0.0987
H -5.63177 -4.71730 -0.08151 0.1032
H -4.53889 -2.50507 -0.25265 0.1035
H -3.18044 3.23659 -1.40460 0.1139
H -3.26444 4.81619 -3.31402 0.1062
H -1.28048 5.08886 -4.77044 0.1038
H 0.76201 3.77345 -4.32180 0.1068
H 0.82872 2.19104 -2.42058 0.0924
Cl 0.97047 2.64189 2.84564 0.1259
Ge -0.66120 4.40020 1.67497 0.1059
Cl -1.72935 4.91323 3.52961 -0.0454
Cl 0.86683 6.01729 1.67711 -0.0357
C 2.27089 -1.55946 -2.99251 -0.1485
C 0.87534 -2.09823 -2.67769 -0.1445
C 0.10680 -0.82661 -2.33400 -0.1808
O 1.08421 0.11712 -1.86303 -0.2149
C 2.39334 -0.45373 -1.95893 -0.1860
H 2.30385 -1.14101 -4.00059 0.1175
H 3.05623 -2.30808 -2.89863 0.1160
H 0.91635 -2.76042 -1.80960 0.1106
H 0.42344 -2.64365 -3.50459 0.1150
H -0.63843 -0.98863 -1.55478 0.0954
H -0.38545 -0.39479 -3.20964 0.1258
H 2.69557 -0.86808 -0.99201 0.1074
H 3.08683 0.34196 -2.23433 0.1284
```

Summary:
LUMO energy ... -1.47 eV
ΔE to the lowest compared entry with this formula, charge and spin ... 0.00 kJ/mol
Strongest force on any atom ... 0.8 eV Å⁻¹
Orbital gap ... 6.33 eV
HOMO ... -7.793 eV

=====

# 3
Density functional theory data (ωB97M-V with the def2-TZVPD basis set) for a structure of composition C31H29CrIN5O7S.

```
75
Properties=species:S:1:pos:R:3:mulliken_spin:R:1
Cr -0.00756 -0.40589 0.99495 1.0034
C -1.79080 -1.60776 4.64212 -0.0008
C -0.66925 -1.19796 3.72530 -0.0022
O -1.01040 -0.71464 2.61546 -0.0038
C 0.68752 -1.38765 4.11669 0.0030
C 1.00992 -1.79028 5.43485 -0.0026
C 2.29679 -2.02875 5.81812 0.0023
C 3.33652 -1.88600 4.87718 -0.0018
C 3.07469 -1.46343 3.60695 -0.0009
C 1.74903 -1.19063 3.17189 0.0058
O 1.56014 -0.80103 1.96730 0.0118
H -2.73342 -1.51365 4.10839 -0.0005
H -1.81717 -0.97524 5.53014 0.0003
H -1.65549 -2.64365 4.95018 0.0001
H 0.21350 -1.91997 6.15546 -0.0006
H 2.52524 -2.32748 6.83195 0.0002
H 4.35430 -2.11564 5.16499 -0.0001
H 3.86595 -1.32908 2.88143 -0.0001
O 0.06902 1.47974 1.39158 -0.0043
N -0.95598 2.17719 1.08780 -0.0196
N -1.86004 1.54867 0.45236 0.0143
O -1.75693 0.26057 0.16667 0.0102
C -2.94368 2.28960 -0.08282 -0.0040
C -3.62024 1.80981 -1.19345 0.0042
C -4.59017 2.59830 -1.79150 -0.0016
C -4.90696 3.84342 -1.27291 0.0033
C -4.25232 4.29936 -0.13553 -0.0019
C -3.27731 3.52653 0.46758 0.0042
H -3.36242 0.84082 -1.59739 0.0013
H -5.09445 2.23988 -2.67909 0.0000
H -5.65658 4.45679 -1.75419 0.0002
H -4.49879 5.26723 0.28036 -0.0001
H -2.75285 3.86741 1.34723 -0.0001
S 2.77674 -3.47031 -0.58426 -0.0011
C 1.49864 -4.34900 -1.08007 -0.0001
N 0.58193 -4.98381 -1.44077 -0.0003
N -2.36107 -2.63414 0.25400 0.0038
C -1.22640 -3.17572 0.72513 -0.0014
O -0.19681 -2.51263 0.88758 -0.0120
C -1.27249 -4.63910 1.06110 0.0000
I -0.27168 -4.97059 2.91500 0.0002
H -2.38133 -1.63762 0.07871 -0.0006
H -3.17722 -3.19046 0.08078 -0.0002
H -0.71971 -5.18245 0.29041 0.0000
H -2.28663 -5.01468 1.16075 0.0000
C 0.14533 1.89513 -4.49723 0.0000
O 1.13641 1.72733 -3.50354 -0.0005
C 1.24234 2.65163 -2.52894 0.0018
C 0.46583 3.80400 -2.50508 0.0002
C 0.67781 4.79393 -1.56147 0.0011
C 1.66390 4.63401 -0.60471 -0.0016
C 2.42617 3.48390 -0.60534 0.0004
C 2.23538 2.47211 -1.54479 -0.0005
N 3.19989 1.44282 -1.52988 0.0076
C 3.30011 0.21799 -2.07487 0.0077
C 2.35546 -0.73696 -2.43310 -0.0080
C 2.70638 -1.64882 -3.46239 0.0009
C 1.80477 -2.53379 -3.96502 0.0022
C 0.50266 -2.57576 -3.42719 -0.0014
C 0.15630 -1.80283 -2.35490 -0.0011
C 1.07214 -0.90346 -1.76806 -0.0177
O 0.80475 -0.29192 -0.66508 0.0007
H 0.17477 0.98868 -5.09665 0.0000
H 0.36046 2.75886 -5.13265 0.0000
H -0.85241 2.00282 -4.06402 0.0000
H -0.29016 3.96299 -3.26056 0.0000
H 0.07028 5.68810 -1.58343 0.0000
H 1.84413 5.39950 0.13693 0.0000
H 3.19483 3.34541 0.14582 0.0001
H 4.03825 1.74203 -1.05536 -0.0003
H 4.33376 -0.03812 -2.28540 0.0009
H 3.70660 -1.58140 -3.87345 0.0002
H 2.07903 -3.20585 -4.76569 0.0004
H -0.22172 -3.25754 -3.85125 0.0002
H -0.82726 -1.88084 -1.91111 -0.0007
```

Summary:
LUMO energy (alpha / beta) ... -0.81 / -0.83 eV
ΔE to the lowest compared entry with this formula, charge and spin ... 26.86 kJ/mol
Multiplicity ... 2
Strongest force on any atom ... 1.1 eV Å⁻¹
Orbital gap (alpha / beta) ... 5.61 / 5.59 eV
HOMO (alpha / beta) ... -6.419 / -6.418 eV

=====

- Which of these has the lowest strongest force on any atom?
  C31H29BrCrN9O3

=====

- What is the formula in the second record?
  C31H29Cl3GeN6O3STi

=====

- Among the records above, which one has the lowest strongest force on any atom?
  C31H29BrCrN9O3

=====

- Which value of ΔE to the lowest compared entry with this formula, charge and spin does entry 2 give?
  0.00 kJ/mol